Computed, not measured: a structure of composition C24H56HgN9O11 in a non-equilibrium geometry, with the ωB97M-V functional and the def2-TZVPD basis.

Geometry as XYZ:
```
101
Properties=species:S:1:pos:R:3:forces:R:3
Hg -1.098388 2.144160 -1.573187 -0.575 -0.520 0.841
N -0.060710 -0.269354 0.570107 0.178 0.749 0.739
O -0.544900 0.082306 -0.494272 -1.368 0.810 -2.188
O -0.515881 0.193737 1.630410 -0.747 0.516 1.601
O 0.868294 -1.017910 0.557922 1.991 -1.914 0.536
C -5.243918 0.867795 -2.496171 0.128 -0.984 0.913
C -4.193356 0.369624 -1.435630 -1.925 2.525 -0.814
O -3.194243 1.017341 -1.205803 1.222 0.347 0.473
N -4.620535 -0.620112 -0.656615 1.031 -2.567 1.380
C -3.762153 -1.333874 0.367306 -0.189 0.320 0.898
H -5.103495 0.242551 -3.377895 -0.381 0.151 -0.158
H -5.296758 1.924555 -2.757988 1.115 -0.042 0.114
H -6.230480 0.740732 -2.050458 -0.148 -0.639 -0.242
H -5.451650 -1.117205 -0.943422 0.084 0.109 0.020
H -3.300465 -0.663272 1.092041 0.023 0.615 -0.565
H -2.960761 -2.022274 0.099024 0.042 0.404 -1.283
H -4.304201 -1.984767 1.053320 -1.077 0.188 -0.509
C 2.414738 3.321430 -4.140788 -0.073 0.363 -0.281
C 1.686204 2.142365 -3.504726 1.777 0.188 -0.350
O 0.646560 2.221737 -2.893557 -2.305 1.356 0.608
N 2.282443 0.976662 -3.541044 1.690 -2.755 -0.367
C 1.838630 -0.296024 -2.838765 -0.595 1.571 -0.221
H 2.398183 4.219012 -3.522576 -0.295 -0.255 0.368
H 1.951213 3.639080 -5.074782 -0.231 -0.259 -0.044
H 3.468691 3.157001 -4.364970 -0.099 -0.448 0.074
H 3.124252 0.910782 -4.095219 0.002 -0.057 0.160
H 1.426907 0.018671 -1.879832 0.102 -0.237 0.018
H 2.632154 -1.027523 -2.686016 0.289 0.532 -0.273
H 1.012392 -0.763314 -3.374553 0.111 0.074 -0.184
C 1.603765 -4.259055 2.745947 1.101 -0.941 -0.308
C 0.675586 -5.442778 2.930987 -2.258 3.419 1.571
O -0.441604 -5.087959 3.360432 0.326 -0.921 -0.389
N 1.013107 -6.680091 2.684631 1.701 0.196 -2.420
C 0.090056 -7.749828 2.796226 -0.664 -1.544 2.372
H 1.186704 -3.636669 1.954235 0.190 -0.025 -0.033
H 2.612287 -4.600561 2.512823 0.219 0.253 -0.373
H 1.703317 -3.661607 3.652172 -0.342 -0.257 0.059
H 1.971223 -6.830882 2.402890 -0.241 -0.276 -0.070
H 0.195621 -8.702230 2.276729 0.836 0.624 -0.771
H -0.962875 -7.478040 2.721618 0.361 0.537 -0.009
H 0.326062 -8.000512 3.830424 -1.168 -0.885 0.398
C -1.839381 -1.823946 -3.293172 -1.156 -0.562 0.634
C -1.794598 -0.460298 -3.942013 0.418 -0.836 -0.086
O -1.602257 0.506331 -3.219655 -0.030 0.961 -0.577
N -1.855338 -0.403890 -5.287866 -1.013 0.819 -0.833
C -1.923601 0.865525 -6.069628 1.116 0.291 0.268
H -0.855334 -2.288659 -3.231561 -0.157 -0.060 -0.175
H -2.624734 -2.502048 -3.627117 0.488 -0.222 -1.284
H -2.258082 -1.766469 -2.288438 0.758 0.845 0.413
H -2.025359 -1.255004 -5.804399 -0.007 0.036 0.268
H -2.427118 1.682302 -5.552481 0.066 -0.347 0.409
H -2.350993 0.865049 -7.072345 -0.457 -1.112 0.253
H -0.900196 1.174711 -6.282069 0.120 0.244 0.305
C -2.908223 5.685239 1.150071 -0.520 -1.220 -0.553
C -2.858103 4.148570 0.820855 0.652 0.962 1.184
O -1.987661 3.715564 0.039127 -1.465 -0.113 0.417
N -3.682786 3.424257 1.648501 1.127 2.281 -1.247
C -3.686254 2.013663 1.714419 -0.462 -0.883 0.712
H -2.325445 5.885805 2.049092 0.216 -0.081 -0.149
H -3.936418 5.963622 1.381224 -0.027 0.116 -0.078
H -2.561738 6.280268 0.305097 0.088 -0.169 0.163
H -4.225765 4.013237 2.263625 -0.149 -0.408 -0.057
H -3.917173 1.673324 2.723851 0.220 0.241 0.325
H -2.675801 1.688199 1.467140 -0.354 -0.569 -0.499
H -4.531562 1.602879 1.162329 0.530 -0.296 -0.652
C -1.505539 1.843125 4.726327 -1.104 0.685 -0.063
C -1.022531 0.624800 5.445549 -1.139 1.472 1.577
O -1.041383 0.392231 6.673374 0.137 0.202 -1.719
N -0.501024 -0.251504 4.585832 0.921 -1.012 0.188
C 0.176032 -1.411864 4.956977 1.649 -0.592 1.046
H -0.715338 2.586111 4.618377 -0.023 0.055 0.276
H -2.405096 2.270143 5.169664 0.431 0.166 0.641
H -1.872908 1.627293 3.723052 0.488 -0.462 -0.161
H -0.404902 0.047092 3.625776 -0.205 -0.071 -1.420
H 0.444265 -1.444673 6.012946 -1.197 -0.168 0.236
H 1.198291 -1.328333 4.588078 0.079 -0.223 -1.076
H -0.307816 -2.300744 4.552155 0.047 -0.304 -0.148
C 1.465793 5.308101 0.073776 0.654 -0.919 1.108
C 1.562857 3.799649 0.032215 1.970 0.924 -0.467
O 0.622113 3.149377 -0.343275 -1.361 -1.594 -0.510
N 2.762305 3.250878 0.335524 0.368 0.795 0.147
C 3.085634 1.819914 0.166729 -1.707 1.286 0.527
H 2.421158 5.720395 0.398416 -0.126 0.272 -0.131
H 0.748816 5.414809 0.887825 -0.378 0.909 -0.377
H 1.185448 5.702818 -0.902810 -0.305 -0.025 0.332
H 3.308142 3.823738 0.963212 0.380 -0.163 -0.361
H 4.157653 1.648636 0.264389 -0.323 -0.061 -0.074
H 2.651853 1.574215 -0.802580 0.489 -0.431 0.014
H 2.452252 1.375972 0.934746 0.553 -1.060 -0.046
C 6.884925 -1.864782 0.395450 0.412 -0.189 1.505
C 5.717474 -1.966366 -0.507085 1.762 0.746 -4.083
O 5.752065 -1.593153 -1.709069 -0.624 -0.240 2.230
N 4.740942 -2.680007 0.000366 -1.536 -1.062 1.452
C 3.671591 -3.339914 -0.705241 0.059 -0.282 0.244
H 7.044200 -0.872383 0.817210 0.148 0.059 -0.360
H 7.803156 -2.289393 -0.010320 -0.142 0.428 -0.434
H 6.646804 -2.514691 1.237476 0.348 0.162 0.377
H 4.922713 -3.120558 0.890854 0.061 0.442 -0.160
H 4.034675 -3.730763 -1.655775 -0.230 0.177 -0.105
H 2.771754 -2.730862 -0.791519 0.080 0.053 -0.231
H 3.455532 -4.171242 -0.034183 -0.479 -0.218 -0.424
```
Forces are in eV/Å.

Calculated values
orbital gap (alpha / beta): 8.2 / 3.3 eV
lowest unoccupied orbital energy (alpha / beta): -4.71 / -9.63 eV
total charge: +2
multiplicity: 2
E_HOMO (alpha / beta): -12.956 / -12.956 eV